Entry from OMol25: a structure of composition C34H85MnO17 (ωB97M-V/def2-TZVPD).

Properties
Multiplicity = 6
Net charge = +1
Energy relative to the best compared isomer or geometry (same formula, charge and spin) = 0.0 kcal/mol
HOMO energy (spin up / spin down) = -10.7 / -10.7 eV

```
137
C34H85MnO17 (ωB97M-V/def2-TZVPD)
Mn -8.559 28.165 -30.962
C -10.558 25.100 -32.961
C -11.075 26.177 -32.012
O -10.123 27.078 -31.486
H -9.505 24.854 -32.811
H -10.668 25.429 -33.995
H -11.152 24.190 -32.865
H -11.624 25.783 -31.151
H -11.801 26.773 -32.581
C -5.985 30.396 -30.866
O -6.789 29.413 -30.200
C -5.914 28.376 -29.727
C -6.659 27.343 -28.913
O -7.690 26.762 -29.703
C -8.393 25.666 -29.116
H -5.140 30.728 -30.267
H -6.578 31.277 -31.113
H -5.645 30.033 -31.841
H -5.093 28.696 -29.076
H -5.370 27.891 -30.546
H -7.057 27.741 -27.977
H -5.905 26.580 -28.688
H -7.660 24.918 -28.779
H -9.000 25.139 -29.841
H -8.898 25.939 -28.188
C -12.866 24.285 -28.430
O -12.623 24.607 -27.070
C -11.653 23.805 -26.440
C -12.267 22.678 -25.634
O -12.699 21.639 -26.470
C -13.390 20.646 -25.728
H -13.314 23.287 -28.456
H -11.954 24.287 -29.040
H -13.556 25.046 -28.791
H -11.113 24.463 -25.753
H -10.886 23.400 -27.112
H -13.079 23.106 -25.029
H -11.552 22.337 -24.870
H -12.663 20.142 -25.074
H -13.677 19.870 -26.435
H -14.224 21.034 -25.143
C -8.143 24.683 -36.196
O -8.955 24.334 -37.283
C -9.970 23.404 -36.960
C -10.612 22.907 -38.260
O -10.654 21.506 -38.364
C -11.593 20.868 -37.508
H -7.705 25.668 -36.356
H -7.432 23.882 -35.972
H -8.769 24.827 -35.297
H -10.681 23.915 -36.294
H -9.605 22.544 -36.381
H -10.092 23.263 -39.145
H -11.633 23.314 -38.282
H -11.944 21.564 -36.742
H -11.106 20.052 -36.971
H -12.399 20.470 -38.122
C -13.308 22.311 -33.905
O -14.413 21.439 -33.811
C -14.189 20.157 -34.371
C -15.463 19.361 -34.182
O -16.384 19.712 -35.215
C -17.613 19.028 -35.074
H -13.430 23.024 -33.082
H -13.356 22.930 -34.810
H -12.365 21.772 -33.786
H -13.390 19.561 -33.911
H -13.982 20.309 -35.436
H -15.943 19.555 -33.219
H -15.261 18.286 -34.281
H -17.614 17.991 -35.410
H -18.351 19.614 -35.625
H -17.952 19.125 -34.034
C -6.426 24.469 -32.506
O -6.071 23.113 -32.594
C -5.683 22.544 -31.354
C -5.543 21.056 -31.517
O -4.831 20.543 -30.422
C -4.553 19.155 -30.528
H -6.923 24.695 -33.446
H -5.604 25.140 -32.244
H -7.217 24.511 -31.739
H -6.488 22.798 -30.646
H -4.761 23.024 -31.009
H -5.003 20.853 -32.452
H -6.529 20.580 -31.558
H -3.721 19.037 -31.232
H -5.392 18.597 -30.953
H -4.281 18.820 -29.534
C -10.847 27.911 -35.664
O -11.153 28.515 -36.889
C -10.234 29.515 -37.249
C -10.547 29.995 -38.654
O -11.907 30.317 -38.761
C -12.252 30.694 -40.067
H -11.641 27.195 -35.456
H -10.798 28.600 -34.808
H -9.867 27.416 -35.717
H -9.212 29.114 -37.238
H -10.251 30.380 -36.572
H -10.346 29.135 -39.315
H -9.882 30.811 -38.962
H -13.335 30.603 -40.200
H -11.889 29.989 -40.825
H -11.999 31.732 -40.294
C -13.792 27.395 -39.006
O -14.930 28.046 -38.461
C -15.043 28.037 -37.062
C -14.697 26.737 -36.373
O -15.041 26.802 -35.019
C -14.761 25.632 -34.307
H -13.911 26.301 -38.970
H -12.956 27.506 -38.304
H -13.688 27.769 -40.015
H -16.098 28.229 -36.855
H -14.423 28.851 -36.668
H -13.612 26.523 -36.448
H -15.144 25.881 -36.902
H -14.777 24.732 -34.937
H -15.434 25.461 -33.471
H -13.722 25.681 -33.933
C -13.445 29.332 -30.509
O -13.852 30.005 -31.666
C -13.650 29.296 -32.851
C -14.236 30.037 -34.026
O -13.566 31.281 -34.214
C -12.449 31.153 -35.057
H -13.545 29.994 -29.656
H -12.411 28.988 -30.647
H -14.030 28.419 -30.338
H -14.075 28.279 -32.764
H -12.593 29.029 -33.036
H -15.295 30.269 -33.933
H -14.148 29.375 -34.894
H -12.658 30.775 -36.060
H -11.645 30.607 -34.539
H -11.992 32.142 -35.182
```

These are the Mulliken partial charges, in e, on atoms 1 to 2: number 1, Mn, carries 1.03; number 2, C, carries 0.17

Entry from OMol25: a cluster of 16 separate species, C34H86BF31N10O12P4 in total (ωB97M-V/def2-TZVPD).

Properties
Net charge = +4
HOMO energy = -14.6 eV

```
178
C34H86BF31N10O12P4 (ωB97M-V/def2-TZVPD)
C -2.370 -3.921 1.383
C -2.221 -5.242 0.709
O -2.751 -6.282 1.083
N -1.277 -5.265 -0.510
H -0.599 -4.527 -0.635
H -0.650 -6.057 -0.505
C -2.185 -5.290 -1.732
H -2.707 -4.168 2.390
H -3.153 -3.323 0.916
H -1.363 -3.509 1.459
H -1.657 -5.299 -2.685
H -2.891 -4.461 -1.687
H -2.713 -6.234 -1.595
C 0.853 3.844 1.074
C 1.539 3.057 2.181
O 1.022 2.149 2.702
N 3.067 3.388 2.282
H 3.567 2.518 2.165
H 3.337 4.042 1.560
C 3.477 3.931 3.691
H 0.774 4.907 1.300
H -0.161 3.462 0.958
H 1.537 3.627 0.254
H 4.406 4.502 3.686
H 3.460 3.178 4.479
H 2.763 4.668 4.059
C 2.639 -0.082 -5.059
C 2.434 0.226 -3.587
O 2.482 1.291 -3.057
N 1.999 -1.038 -2.802
H 1.566 -0.652 -1.975
H 1.366 -1.656 -3.289
C 3.311 -1.820 -2.454
H 1.682 -0.467 -5.411
H 3.394 -0.847 -5.238
H 2.999 0.756 -5.657
H 4.012 -1.178 -1.920
H 3.707 -2.255 -3.371
H 3.140 -2.682 -1.808
C -3.083 1.309 2.575
C -3.682 2.106 1.425
O -4.214 1.597 0.367
N -3.708 3.579 1.504
H -4.621 3.930 1.755
H -2.983 3.877 2.141
C -3.396 4.094 0.051
H -2.044 1.589 2.751
H -2.957 0.259 2.309
H -3.729 1.324 3.453
H -4.213 3.783 -0.600
H -2.432 3.781 -0.350
H -3.459 5.164 0.247
C -2.309 2.694 -3.350
C -1.356 2.537 -4.553
O -0.410 1.778 -4.553
N -1.373 3.617 -5.667
H -1.263 3.191 -6.575
H -2.267 4.084 -5.730
C -0.295 4.651 -5.408
H -3.259 3.127 -3.664
H -1.980 3.206 -2.446
H -2.525 1.705 -2.945
H 0.622 4.063 -5.454
H -0.485 5.172 -4.470
H -0.269 5.396 -6.204
C 1.247 -6.654 6.702
C 0.701 -5.657 5.786
O -0.418 -5.780 5.269
N 1.657 -4.532 5.378
H 1.400 -3.628 5.748
H 2.592 -4.744 5.693
C 1.620 -4.278 3.849
H 0.676 -7.551 6.938
H 1.478 -6.239 7.683
H 2.047 -7.172 6.173
H 1.491 -5.249 3.372
H 2.507 -3.737 3.517
H 0.789 -3.625 3.586
C -1.183 -1.058 -6.430
C -2.649 -0.713 -6.741
O -3.161 0.222 -6.068
N -3.426 -1.385 -7.815
H -3.231 -2.376 -7.846
H -4.353 -1.284 -7.426
C -3.294 -0.552 -9.152
H -0.631 -0.213 -6.018
H -0.706 -1.319 -7.375
H -1.157 -1.940 -5.789
H -3.856 0.378 -9.067
H -3.742 -1.132 -9.959
H -2.252 -0.389 -9.427
C -4.595 -0.514 -2.864
C -5.362 -1.415 -1.903
O -5.278 -2.631 -1.901
N -6.413 -0.646 -1.063
H -6.492 0.294 -1.422
H -7.252 -1.094 -1.403
C -6.343 -0.752 0.428
H -4.418 0.468 -2.426
H -5.355 -0.441 -3.642
H -3.754 -0.945 -3.407
H -6.460 -1.816 0.633
H -7.211 -0.254 0.860
H -5.412 -0.367 0.844
C 0.320 3.597 8.343
C 0.330 3.453 6.846
O 1.339 3.455 6.152
N -1.017 3.162 6.170
H -1.783 3.529 6.716
H -0.933 3.639 5.283
C -1.194 1.678 5.922
H 1.220 3.230 8.836
H -0.512 3.006 8.728
H 0.041 4.622 8.588
H -2.182 1.498 5.497
H -1.094 1.203 6.897
H -0.439 1.166 5.326
C 5.084 2.089 -1.196
C 6.471 2.537 -1.541
O 7.281 1.833 -2.164
N 6.821 4.013 -1.095
H 5.956 4.364 -0.709
H 7.453 3.969 -0.309
C 7.314 4.829 -2.328
H 4.513 2.670 -0.472
H 5.118 1.066 -0.822
H 4.449 2.080 -2.082
H 7.498 5.867 -2.054
H 6.655 4.688 -3.185
H 8.296 4.388 -2.496
C 4.321 -0.499 2.280
O 5.185 -1.391 2.993
O 4.793 0.817 2.324
C 3.829 -1.160 0.972
F 3.012 -2.226 1.220
F 3.159 -0.261 0.114
F 4.749 -1.699 0.274
C 5.302 -1.215 4.452
C 6.286 -2.366 4.847
H 6.292 -2.300 5.935
H 5.869 -3.332 4.565
H 7.279 -2.299 4.402
H 4.400 -1.352 5.048
H 5.703 -0.266 4.807
H 3.446 -0.465 2.929
P 3.013 -6.168 0.012
F 3.104 -4.713 0.591
F 3.642 -6.985 1.299
F 1.531 -6.330 0.624
F 2.989 -7.586 -0.773
F 2.264 -5.520 -1.246
F 4.474 -5.974 -0.563
P -1.351 -0.430 -0.547
F -2.844 -1.034 0.011
F -1.951 1.087 -0.470
F -1.088 -0.442 1.074
F 0.169 0.106 -1.096
F -0.891 -2.036 -0.548
F -1.905 -0.614 -2.045
P -0.907 6.750 -1.806
F 0.189 6.959 -0.510
F -2.156 6.775 -0.707
F -1.059 8.334 -2.240
F -2.096 6.618 -2.970
F 0.205 6.785 -2.964
F -0.871 5.084 -1.802
P -6.394 -1.041 4.619
F -6.080 -0.319 3.144
F -7.775 -1.629 3.911
F -5.660 -2.417 4.113
F -6.822 -1.886 5.967
F -4.978 -0.498 5.207
F -7.385 0.117 5.029
B 0.807 -3.745 -4.954
F 0.471 -3.498 -6.347
F 0.364 -2.809 -4.059
F 0.285 -4.887 -4.375
F 2.124 -3.863 -4.870
```

These are the Mulliken partial charges, in e, on atoms 1 to 2: number 1, C, carries -0.15; number 2, C, carries 0.27

Entry from OMol25: a cluster of 8 separate species, C34H91B3IN7O13S in total (ωB97M-V/def2-TZVPD).

Properties
SMILES = C[C@H](I)CB1OBOB(CCCS(=O)(=O)O)O1.COC[C@@H](C)N.COC[C@@H](C)N.COC[C@@H](C)N.COC[C@@H](C)N.COC[C@@H](C)N.COC[C@@H](C)N.COC[C@@H](C)N
HOMO energy = -8.9 eV

```
150
C34H91B3IN7O13S (ωB97M-V/def2-TZVPD)
C 2.833 -2.841 -1.158
C 2.567 -1.519 -0.414
I 0.631 -1.660 0.519
C 2.722 -0.292 -1.334
B 1.378 0.380 -1.824
O 0.804 1.373 -1.055
B -0.445 1.802 -1.438
O -1.109 1.314 -2.536
B -0.553 0.193 -3.104
C -1.419 -0.877 -3.857
C -2.210 -1.804 -2.923
C -3.618 -1.272 -2.610
S -3.869 -0.738 -0.939
O -4.941 0.180 -0.949
O -2.669 -0.274 -0.328
O -4.377 -2.061 -0.231
O 0.822 0.038 -3.034
H 3.385 -2.674 -2.073
H 1.894 -3.328 -1.376
H 3.397 -3.520 -0.532
H 3.290 -1.474 0.382
H 3.272 0.467 -0.789
H 3.291 -0.593 -2.202
H -0.955 2.664 -0.807
H -2.083 -0.459 -4.605
H -0.721 -1.514 -4.390
H -1.644 -2.060 -2.039
H -2.342 -2.733 -3.465
H -4.343 -2.056 -2.778
H -3.856 -0.436 -3.248
H -3.793 -2.259 0.525
C 4.600 3.687 3.500
C 3.754 2.881 2.520
C 4.526 1.757 1.817
O 5.386 2.183 0.779
C 6.650 2.662 1.196
N 3.125 3.794 1.560
H 5.259 4.395 2.999
H 3.958 4.266 4.166
H 5.214 3.031 4.121
H 2.958 2.401 3.098
H 3.790 1.109 1.336
H 5.077 1.138 2.539
H 7.016 2.120 2.073
H 6.620 3.732 1.412
H 7.347 2.506 0.373
H 2.477 3.264 0.979
H 3.844 4.100 0.910
C 0.069 4.996 -2.687
C 0.574 6.348 -2.195
C -0.486 7.457 -2.241
O -0.751 7.974 -3.530
C -1.647 7.211 -4.316
N 1.781 6.706 -2.947
H 0.005 4.949 -3.774
H 0.754 4.207 -2.373
H -0.916 4.769 -2.275
H 0.857 6.227 -1.146
H -0.110 8.305 -1.663
H -1.419 7.132 -1.761
H -2.421 6.743 -3.702
H -1.121 6.444 -4.890
H -2.124 7.890 -5.022
H 2.186 7.548 -2.547
H 1.491 6.988 -3.879
C 5.539 -4.695 4.922
C 4.251 -4.927 4.138
C 4.265 -4.325 2.727
O 4.091 -2.923 2.680
C 5.257 -2.158 2.926
N 3.118 -4.444 4.932
H 5.605 -3.678 5.308
H 5.581 -5.365 5.780
H 6.419 -4.885 4.304
H 4.136 -6.008 4.017
H 3.415 -4.738 2.177
H 5.172 -4.615 2.179
H 6.151 -2.651 2.535
H 5.384 -1.956 3.992
H 5.134 -1.202 2.418
H 2.251 -4.699 4.468
H 3.128 -3.428 4.898
C -3.311 -1.813 -9.344
C -3.804 -2.363 -8.009
C -2.840 -2.104 -6.843
O -1.700 -2.936 -6.811
C -0.635 -2.540 -7.656
N -4.113 -3.787 -8.167
H -2.537 -2.441 -9.783
H -4.133 -1.773 -10.057
H -2.912 -0.803 -9.234
H -4.736 -1.844 -7.768
H -3.375 -2.317 -5.912
H -2.541 -1.047 -6.804
H -0.562 -1.451 -7.726
H -0.739 -2.967 -8.656
H 0.288 -2.924 -7.222
H -4.549 -4.130 -7.314
H -3.230 -4.288 -8.214
C -1.238 4.052 5.763
C -0.059 3.627 4.893
C 1.261 3.492 5.663
O 1.882 4.728 5.979
C 1.360 5.378 7.124
N 0.056 4.555 3.764
H -1.211 5.116 5.996
H -2.175 3.863 5.240
H -1.258 3.495 6.702
H -0.294 2.636 4.492
H 1.970 2.964 5.020
H 1.141 2.878 6.566
H 1.044 4.665 7.891
H 0.522 6.022 6.850
H 2.147 6.010 7.537
H 0.767 4.221 3.117
H 0.444 5.423 4.124
C 3.203 -0.263 11.085
C 1.925 -0.512 10.290
C 1.941 0.096 8.881
O 1.745 1.497 8.832
C 2.906 2.266 9.095
N 0.779 -0.052 11.080
H 3.250 0.753 11.476
H 3.249 -0.937 11.939
H 4.090 -0.436 10.472
H 1.828 -1.594 10.162
H 1.102 -0.330 8.323
H 2.856 -0.179 8.340
H 3.812 1.783 8.719
H 3.001 2.460 10.166
H 2.791 3.226 8.592
H -0.081 -0.319 10.609
H 0.773 0.965 11.052
C -9.889 -6.846 -7.616
C -8.621 -7.260 -6.875
C -7.837 -6.082 -6.280
O -7.092 -5.330 -7.217
C -7.836 -4.363 -7.939
N -7.796 -8.079 -7.768
H -9.670 -6.435 -8.601
H -10.533 -7.711 -7.766
H -10.452 -6.101 -7.051
H -8.928 -7.889 -6.034
H -7.097 -6.490 -5.585
H -8.493 -5.422 -5.696
H -8.630 -3.924 -7.327
H -8.263 -4.799 -8.844
H -7.147 -3.575 -8.242
H -7.008 -8.452 -7.246
H -7.370 -7.457 -8.451
```

These are the Mulliken partial charges, in e, on atoms 1 to 2: number 1, C, carries -1.25; number 2, C, carries 0.60